52
Properties=species:S:1:pos:R:3:lowdin_charge:R:1 method="wB97M-V/def2-TZVPD" e_above_lowest_ev=0.318 smiles="Cc1nccn1[C@H](C)C(=O)NC[C@@H]1CCCN(C(=O)c2nc(O)nc(O)c2F)C1" homo_lumo_gap_ev=8.3 e_homo_ev=-8.415 mol_weight_da=406.4
N -1.92008 -5.11586 0.63730 0.10
C -3.50257 -1.71175 2.10861 -0.12
N -4.61026 -3.65491 -1.12877 0.22
C -4.02050 -1.47919 -0.25554 -0.37
C -6.85555 -3.93618 0.36543 -0.31
H -5.67791 -6.39876 -1.90905 0.12
C 0.35372 -2.65593 -0.72227 -0.24
N -6.50719 -4.90433 -0.45066 0.22
N -3.90250 -0.86441 0.95784 -0.03
H -1.03167 0.35750 3.34051 0.12
H -8.35111 -4.92080 0.88819 0.13
O -7.96250 -4.05990 1.09880 0.13
C -0.95206 0.76785 0.30211 -0.13
H -1.98460 1.79829 1.81684 0.14
C -1.59046 -0.18134 2.57450 -0.14
N -0.45822 -3.55152 0.09389 0.00
C -1.71840 -4.60029 -1.80036 -0.02
C -4.95032 -2.68008 -0.27940 -0.09
C -1.98319 0.77297 1.43283 -0.26
C -1.40039 -4.42992 -0.35568 -0.37
C -5.39288 -4.70559 -1.16192 -0.43
H -3.50302 -0.15721 3.60928 0.12
C -0.36153 -3.71722 1.45921 -0.08
C -6.08967 -2.77094 0.48597 -0.15
C -3.42921 0.52451 0.97092 -0.10
H -0.92058 -0.95328 2.18987 0.09
H -2.81316 -2.48782 1.76569 0.11
H 1.73015 -4.18120 -1.35248 0.08
H -1.49691 -0.91024 -0.86400 0.11
H -4.09893 1.06615 1.64231 0.13
C 0.35686 -1.27242 -0.05670 -0.46
C -1.27296 -4.68005 1.76982 -0.16
O -5.03875 -5.68183 -2.00767 0.10
H 0.01249 1.09261 0.69108 0.13
O -3.38604 -1.20259 -1.25745 0.08
C -2.80634 -0.87682 3.17077 -0.16
O 1.27803 -0.91583 0.65908 0.06
H -2.50379 -1.55224 3.97270 0.12
H 2.33833 -2.52471 -1.55131 0.09
H -0.82376 -4.86838 -2.36772 0.08
H -2.44992 -5.39644 -1.89862 0.07
N -0.74242 -0.53159 -0.30379 0.10
H -4.38130 -2.20158 2.53351 0.12
F -6.50950 -1.81682 1.32561 0.11
H -1.25861 1.47146 -0.47594 0.13
C 1.76360 -3.18773 -0.90523 -0.02
H -0.14985 -2.57583 -1.68634 0.14
H -2.15660 -3.69787 -2.22838 0.07
H 2.27027 -3.24278 0.05642 0.08
H -3.58403 0.93119 -0.02788 0.13
H 0.33426 -3.14602 2.05047 0.12
H -1.50023 -5.08770 2.74140 0.09